Entry 1:
Entry from the Open Molecules 2025 dataset: a cluster of 9 separate species, C32H61N7O2S2 in total (the ωB97M-V functional and the def2-TZVPD basis).

F_max (eV Å⁻¹): 5.745
Electronic energy (eV): -70362.456
Frontier orbital gap (eV): 9.38
E_HOMO (eV): -9.00

```
! wB97M-V def2-TZVPD RIJCOSX def2/J DEFGRID3
* xyz 0 1
N -4.0489 2.4690 -7.1198
C -0.2054 0.4377 1.3678
C 0.6628 -3.7178 -5.4407
H -2.4410 2.0509 3.3617
H -2.6825 -0.7480 2.1931
H 7.5803 -4.9843 2.6700
H 6.2363 -4.8215 1.5882
H -7.6290 -7.3493 -0.4533
C -4.8145 -8.3044 -1.0310
N -1.8120 7.8662 -1.2343
H -0.1861 -5.6449 -5.0170
C -0.4503 -5.0352 7.0513
C -5.4030 2.7111 -9.3701
C -4.1297 1.3274 -11.0644
C -4.5897 2.7194 -10.6902
H 6.6839 4.3767 1.1708
H 1.5026 -3.1061 -5.1110
H -6.1487 1.9270 -9.2389
H 8.3475 5.9385 0.6312
C 0.7767 -5.1350 -5.0522
C 8.1788 3.8599 2.5161
H 5.6357 -6.2686 -0.2684
C -0.6610 9.2522 -3.0750
H 6.8900 6.8686 1.1385
H -5.3283 3.0924 -11.3998
H -1.3216 9.9607 -3.5747
C 0.0077 8.4527 -4.1995
H -0.8096 8.0801 -4.8171
N 0.5727 -0.3500 1.0608
H 0.6541 9.0557 -4.8373
C -1.1514 1.4926 1.7073
H -3.9893 0.0519 3.2687
H 7.0423 -6.1765 -1.1395
N 8.9813 3.0354 2.8624
C -3.1590 0.1568 2.5704
O -4.5750 9.0443 9.0065
H 7.7848 -4.5309 1.0545
H -3.5927 1.4927 -11.9984
H 1.8707 -6.8949 -5.4064
H -1.7168 1.7721 0.8183
C -4.6612 2.5907 -8.0800
N 3.8881 -4.6965 -6.7245
H 6.3566 4.9674 2.7869
H -1.2728 -4.7682 6.3876
C 6.5596 -6.8288 -0.4117
C -6.7048 -6.8202 -0.2207
C -2.0275 1.1281 2.9547
H -4.7714 6.1465 11.0981
H -0.6311 2.4278 1.9140
C -5.1366 6.7640 10.2775
C -5.5409 -6.9941 -1.1908
H 0.0803 9.8978 -2.6041
H 0.9742 -4.7705 5.5129
C -1.3087 8.4582 -2.0307
H -5.2789 -9.1774 -1.4895
C 7.2372 -5.2455 1.6689
C 0.9465 7.3480 -3.6916
N 0.1733 -3.1965 8.7544
H 8.8821 8.0265 2.2217
N -5.9554 -7.6905 2.1560
S 7.4180 -7.0244 1.2134
H 0.2847 -6.3556 5.4603
C 1.7348 -6.3360 7.0646
C -0.0590 -4.0219 7.9997
S -3.7357 7.9034 9.6874
H 2.6324 -6.6088 6.5097
H 0.6865 -3.5252 -6.5132
H 1.2342 -6.3619 -6.8288
H -5.4014 6.1323 9.4296
H 6.4242 -7.7531 -0.9733
H -4.8566 -6.1928 -0.9118
C 7.7043 6.2214 1.4645
C -6.3190 -7.2859 1.1238
H -3.5705 0.8586 -10.2547
H 1.7680 7.7730 -3.1149
H -0.8564 -5.7787 7.7371
H 1.0189 -5.2172 -3.9926
H 1.3703 6.6495 -4.4132
C 8.5645 7.0269 2.5183
H -2.3521 7.3651 7.6866
H -3.6829 3.3205 -10.6236
C 2.9941 -5.3182 -6.3705
C 7.1462 4.8286 2.0484
H -1.4402 0.5957 3.7028
H -2.6713 5.8052 8.5460
H -5.7632 -6.7725 -2.2346
H -4.5217 -8.5363 -0.0069
H 0.3501 6.6364 -3.1207
H 7.9981 7.0063 3.4493
H -0.3295 -3.4217 -5.1004
H -6.9024 -5.7493 -0.1721
H -3.6609 0.6009 1.7108
H -5.9463 3.6520 -9.2820
O 8.8841 -7.4019 0.9079
C 1.7175 -5.9567 -5.9398
H 9.5489 6.5885 2.6821
H -4.9642 0.6696 -11.3071
C 0.7031 -5.6169 6.1439
H -6.0748 7.2586 10.5290
H -3.8337 -8.2704 -1.5054
C -3.0565 6.7921 8.2895
H 1.2744 -7.2027 7.5391
H 2.0913 -5.6033 7.7886
H -3.9220 6.6357 7.6456
*
```

Löwdin atomic charge list, values in e, 4 entries: atom 1 (N): 0.13, atom 2 (C): -0.24, atom 3 (C): -0.13, atom 4 (H): 0.10

---

Entry 2:
Entry from the Open Molecules 2025 dataset: a cluster of 14 separate species, C32H63Cl26I2OP in total (the ωB97M-V functional and the def2-TZVPD basis).

F_max (eV Å⁻¹): 6.416
Electronic energy (eV): -387320.079
Frontier orbital gap (eV): 7.63
E_HOMO (eV): -7.69

```
! wB97M-V def2-TZVPD RIJCOSX def2/J DEFGRID3
* xyz 0 1
Cl 4.1477 1.0609 1.1790
H -2.2900 -1.2232 9.0980
H -3.8780 -0.7219 8.1300
H -7.4365 -4.3746 -8.6532
H 3.4025 -1.5284 7.1649
H 0.0186 -6.0383 -9.9553
H -2.3249 5.1175 10.0802
H -1.3734 -5.1927 -9.2574
H -2.9487 0.5641 9.1654
C -1.9817 -0.0355 7.0671
H 4.5105 -0.1488 7.2590
H 0.2157 -3.4884 -8.2224
H -0.6121 3.1408 1.8426
C 1.5310 4.5562 6.3750
Cl 0.1381 -4.0477 3.4915
C -2.1585 -1.1275 -11.4313
H 6.4779 3.1318 3.1805
Cl -0.2845 -0.2432 -1.2758
H -3.9994 4.3037 11.8223
C 4.7522 -1.3238 5.4703
C 3.4683 5.8910 -0.2285
C -2.1350 4.2686 10.7446
H -0.4750 -5.5118 0.1441
C 0.7143 4.6903 -7.1923
Cl 6.9793 0.8444 3.0796
H -0.7253 -6.0034 2.5302
H 2.5092 5.6193 -6.4491
H -5.0785 -4.8827 6.3272
H 1.8086 1.5152 1.9373
H 0.4353 -5.1352 -7.6073
C -0.7044 -4.9574 2.2122
C -0.6162 0.8388 -7.2009
H -1.3638 0.0922 4.1605
H 0.9070 -0.2065 5.3392
H -2.7326 -5.8499 6.0736
H 3.7596 5.4196 -1.1725
O 0.1504 2.1724 3.6051
H 2.5900 4.2891 6.4477
C -3.6343 -6.3610 5.7222
C 0.5199 -4.5035 -8.4965
C 0.8306 4.4386 7.7196
Cl -6.7281 -4.6335 -10.8919
H -0.3680 -0.7887 -12.5794
C 0.5529 -0.5498 2.9275
C -5.3988 -3.6138 -8.7184
H -5.4633 -2.9897 -7.8227
Cl 1.6125 -0.1345 -5.9293
Cl 1.6732 5.3483 8.9989
H 1.3761 5.3813 -0.2678
H -2.4529 -1.9673 -12.0675
H -0.0952 -0.9735 2.0485
H 1.7095 -1.6656 -2.8481
H 4.2737 1.8676 3.3953
P -0.2673 -0.6937 4.6626
C -0.3469 -5.0655 -9.6123
C 0.8786 0.3160 -2.5041
Cl -0.4208 -3.9764 -11.0203
C 4.6830 2.2029 2.4373
C -4.7494 -5.3762 5.4079
Cl 2.6276 0.3451 5.9531
C -1.1793 -1.0725 6.3398
H 1.6391 -0.9827 2.9938
Cl 0.1791 3.5483 -8.4506
Cl 2.2445 -4.4643 -8.9381
C -6.7832 -3.8014 -9.3185
C 2.0490 -0.6414 -2.6645
H -1.5817 4.6351 11.6144
H 5.5903 -1.8784 5.9025
H 0.8097 3.3925 8.0376
H -0.3250 -2.1420 4.4234
Cl 3.8498 -2.4687 4.4478
C 2.2447 5.2215 0.3771
I -0.9494 -3.1507 7.1215
H 5.1603 -0.5397 4.8247
H -7.2473 -2.8260 -9.4926
I -2.1941 2.0657 6.3568
H 3.2541 6.9452 -0.4272
H 2.0133 5.6254 1.3675
H -2.7181 -0.2439 -11.7542
Cl 3.1073 -0.6573 -1.2325
H -3.2389 2.7039 11.7781
C 6.1972 2.3313 2.4896
H 4.2359 3.1711 2.1956
H -0.2009 4.8007 7.6696
Cl 2.4508 3.4589 0.5346
H 2.6680 -0.3317 -3.5118
Cl -2.6707 -1.5323 -9.7746
Cl -1.0622 3.1296 9.8947
H 1.2140 1.3186 -2.2214
C -0.0040 -4.8398 0.8676
C 0.7777 1.1829 2.5699
H 6.6156 2.5687 1.5064
C 3.8913 -0.7426 6.5808
H 0.3051 4.3551 -6.2343
Cl -3.1918 -7.3502 4.3080
Cl -0.1371 0.5724 -10.6851
Cl -0.1152 -3.1961 0.1918
Cl -4.4783 3.1764 9.8238
C -2.7973 -0.3703 8.4778
C -0.6574 -0.9065 -11.5314
C -3.4294 3.6112 11.1967
H 1.1732 0.1911 -8.2086
Cl -4.2194 -4.0911 4.2951
H -1.6434 1.8232 2.8630
Cl 4.8711 5.8483 0.8675
Cl 1.4199 6.1998 5.6992
H 2.6470 5.0561 -8.1232
H -3.9595 -7.0542 6.5029
H 1.0601 3.8842 5.6515
Cl -1.7793 0.2796 -5.9726
H 0.2672 5.6586 -7.4340
C 2.2286 4.8187 -7.1400
H -0.0973 -1.7497 -11.1154
H -0.2808 1.8414 -6.9182
H -1.1652 0.9160 -8.1435
H 0.2147 -1.1428 -7.5449
C 0.5543 -0.1185 -7.3613
Cl -4.6678 -5.1591 -8.2167
Cl 3.0107 3.3318 -6.5499
H 1.0550 -5.1069 0.9403
C -0.6971 2.0231 2.2038
H 0.3295 0.3932 -3.4467
H -5.6150 -5.8765 4.9622
H -1.7359 -4.5952 2.1622
H -4.7163 -3.1292 -9.4234
*
```

Löwdin atomic charge list, values in e, 4 entries: atom 1 (Cl): 0.51, atom 2 (H): 0.04, atom 3 (H): 0.09, atom 4 (H): 0.07

---

Entry 3:
Entry from the Open Molecules 2025 dataset: a cluster of 12 separate species, C32H63N3O9S in total (the ωB97M-V functional and the def2-TZVPD basis).

F_max (eV Å⁻¹): 5.254
Energy relative to the best compared isomer or geometry (same formula, charge and spin) (kcal per mole): 94.9
Electronic energy (eV): -67932.622
Frontier orbital gap (eV): 9.25
E_HOMO (eV): -9.04

```
! wB97M-V def2-TZVPD RIJCOSX def2/J DEFGRID3
* xyz 0 1
H 2.3797 4.5397 -7.5340
O 0.0048 -8.8818 1.3072
H -1.1146 -0.1929 2.6406
H 6.4377 -6.8546 1.9795
C 0.0862 1.1958 0.1188
H -4.7950 -5.4564 -5.5768
H -1.1874 -6.1555 1.3692
H -3.1963 -4.9429 -5.9224
C -4.1205 -5.2548 -6.4090
C -2.0023 10.8426 -4.1609
O 3.1736 -6.0194 -4.5557
H 3.9689 7.3136 -9.2201
H 5.9736 5.8572 0.8447
S -10.0789 -4.2525 4.0078
C 6.0098 7.8403 -1.2589
C -4.8726 -2.8234 -6.6653
C -9.7587 -2.4386 4.3251
C 4.1791 6.4405 -8.6024
H -6.1434 3.3650 -0.6486
C 6.8400 7.6532 0.0096
H -1.4285 1.4742 2.1064
O -1.5676 -0.5015 -0.2947
C -1.0188 -8.2298 1.4188
C 6.0459 0.1349 7.7266
H -2.3710 8.9387 -2.2837
C 4.8601 1.1125 7.9494
C 6.9478 6.2968 0.6306
O 5.0468 2.3585 7.9088
H -6.6032 1.9296 -1.6402
C -4.8253 -4.1360 -7.2706
H 6.7850 0.3348 8.5023
H -2.2315 -8.2628 -0.2413
H -0.5792 8.7952 -2.4916
H -5.2084 -2.0712 -7.3791
H 5.3040 -3.4759 -4.5960
H 7.6650 6.3023 1.4513
H 6.0244 6.9339 -1.8641
C -2.0689 -3.9209 12.7799
H -10.2871 -1.6570 3.7791
H -9.3941 -5.5840 2.0957
H 5.7516 -0.8856 7.9716
H -2.6503 0.2896 1.6870
C -5.8340 3.5995 -2.6440
H -1.5324 -3.1118 13.2755
H -9.5574 -3.9059 1.6621
C -1.4030 9.4214 -2.1490
H -0.0959 2.2034 0.4926
H 3.5606 -3.2544 -4.8292
H 5.2111 6.4435 -8.2515
C 3.4878 0.5257 8.1966
C 2.8924 5.1689 -6.8064
C 5.4579 -6.1848 -4.0677
C -2.3486 -8.6269 0.7794
C -1.0544 0.3281 0.4518
H -10.0634 -2.2646 5.3570
H -3.0768 -4.1365 13.1346
H 3.8496 4.6666 -6.6667
H -1.3922 -4.7660 12.9063
H 0.1917 1.1433 -0.9648
H -1.1897 11.3158 -4.7122
H 3.3494 -0.0296 7.2689
C -1.0542 -6.8753 2.1769
H 3.4089 -0.2075 8.9992
H -2.4570 -9.7094 0.7119
H 5.1080 -7.1229 3.2315
H -3.2019 -8.0514 1.1383
H 3.9279 5.5217 -9.1323
H 7.4591 5.6796 -0.1082
H -5.5123 -2.8314 -5.7828
C -9.1856 -4.5714 2.4412
H 6.5164 0.3052 6.7583
H 5.2951 -6.5318 -3.0473
O -9.2455 -4.9334 5.0411
C -6.6093 3.0173 -1.5706
H 4.2659 -3.4625 -3.3086
O -5.2316 -4.3692 -8.4273
H -1.2104 9.4933 -1.0785
N 5.2272 -4.0883 2.5276
H -2.8408 11.5365 -4.1011
H 6.3515 -5.5607 -4.0603
O 3.0620 7.6165 -6.7700
C -2.1153 -3.3988 11.3781
H -1.8570 -6.8192 2.9120
H -0.1226 -7.0413 2.7179
C 4.2312 -5.3713 -4.4035
O 7.5045 8.5944 0.3812
H -8.6711 -2.3691 4.3045
C 5.6055 -5.2013 2.6950
C 5.9977 -6.5676 2.9346
N -5.2285 4.1366 -3.4741
N -2.1753 -2.9506 10.3113
H 1.0677 0.8278 0.4178
H 2.4195 5.1843 -5.8244
H -7.6551 3.3232 -1.6014
C 3.3195 6.5313 -7.3518
H 6.6902 -6.7194 3.7625
C -1.5843 0.4211 1.8721
H 6.2677 8.7059 -1.8691
H -3.9358 -2.5291 -6.1922
H 5.4371 -7.1726 -4.5280
H 2.6998 1.2675 8.3265
H -2.3454 9.8717 -4.5183
H -4.0380 -6.1893 -6.9640
C 4.3183 -3.8538 -4.3245
C -1.5850 10.7600 -2.6869
H 4.9474 7.9470 -1.0397
O -1.5704 11.7419 -1.9914
H -8.1288 -4.4711 2.6888
*
```

Löwdin atomic charge list, values in e, 4 entries: atom 1 (H): 0.08, atom 2 (O): 0.05, atom 3 (H): 0.09, atom 4 (H): 0.09

---

> Among the records above, which one has the lowest F_max?

C32H63N3O9S